1.
{"formula": "C5H11P", "method": "the ωB97M-V functional and the def2-TZVPD basis", "homo_energy_ev": [-8.70, -7.57], "lumo_ev": [0.1, 0.2], "orbital_gap_ev": [8.80, 7.80], "total_charge": 0, "elements": ["C", "C", "C", "C", "C", "P", "H", "H", "H", "H", "H", "H", "H", "H", "H", "H", "H"], "positions_angstrom": [[1.3537, -1.6295, 0.1249], [1.7073, -0.4437, -0.7650], [0.2851, -0.6493, -0.3322], [-0.1677, 1.0569, 2.0124], [-1.5997, 0.8661, -1.1981], [-1.2161, -0.9400, -1.1607], [1.6311, -2.5112, -0.4331], [1.5850, -1.6319, 1.1759], [2.0804, 0.4007, -0.1008], [2.0950, -0.3602, -1.8251], [-0.9702, 0.4769, 2.2640], [-0.4277, 1.7590, 1.2405], [0.5868, 1.1249, 2.7658], [-1.6265, 1.1795, -2.3245], [-0.8260, 1.4484, -0.7796], [-2.5638, 1.0842, -0.7366], [-1.9265, -1.2308, 0.0721]], "nbo_charge": [-0.47, -0.49, -0.28, -0.50, -0.91, 0.61, 0.21, 0.22, 0.22, 0.23, 0.15, 0.17, 0.17, 0.22, 0.23, 0.23, -0.04]}



2.
{"formula": "C41H35ClPRuSi", "method": "the ωB97M-V functional and the def2-TZVPD basis", "homo_energy_ev": [-9.86, -10.53], "lumo_ev": [-2.6, -5.5], "multiplicity": 5, "orbital_gap_ev": [7.26, 5.01], "total_charge": 1, "elements": ["C", "C", "C", "H", "C", "C", "H", "H", "H", "H", "Ru", "Cl", "P", "C", "C", "H", "C", "H", "C", "H", "C", "H", "C", "H", "C", "C", "H", "C", "H", "C", "H", "C", "H", "C", "H", "C", "C", "H", "C", "H", "C", "H", "C", "H", "C", "H", "C", "C", "C", "C", "C", "C", "Si", "C", "C", "C", "C", "C", "C", "C", "C", "C", "C", "C", "C", "H", "H", "H", "H", "H", "H", "H", "H", "H", "H", "H", "H", "H", "H", "H"], "positions_angstrom": [[2.8710, 1.1865, 0.9060], [2.3388, 2.0888, -0.1075], [1.5069, 3.0464, 0.5421], [2.5970, 2.1032, -1.1688], [1.5396, 2.8273, 1.9491], [2.4020, 1.6894, 2.2217], [2.7484, 1.3450, 3.1799], [3.5709, 0.3798, 0.7350], [1.0011, 3.8646, 0.0084], [1.0656, 3.4778, 2.6958], [0.9254, 0.6697, 1.3076], [-1.4228, 0.6638, 1.4003], [-1.2614, 1.5681, -2.2423], [-1.7369, 3.3008, -1.9068], [-1.7694, 4.2697, -2.9387], [-1.4392, 3.9938, -3.9405], [-2.2020, 5.5739, -2.6386], [-2.2082, 6.3276, -3.4228], [-2.6095, 5.9468, -1.3585], [-2.9834, 6.9567, -1.1561], [-2.5179, 5.0047, -0.3295], [-2.7787, 5.3037, 0.6758], [-2.0811, 3.7084, -0.5884], [-1.9848, 2.9863, 0.2208], [-0.1043, 1.3855, -3.6337], [0.9909, 2.2852, -3.7969], [1.2558, 2.9971, -3.0092], [1.7581, 2.1922, -4.9487], [2.5346, 2.9283, -5.1327], [1.5901, 1.1472, -5.8612], [2.1779, 1.1165, -6.7795], [0.7040, 0.1099, -5.5456], [0.6785, -0.7866, -6.1699], [-0.1035, 0.1973, -4.4126], [-0.6803, -0.6803, -4.1099], [-2.6769, 0.4466, -2.2826], [-3.9110, 0.9080, -2.8047], [-4.0210, 1.9583, -3.1062], [-4.9934, 0.0269, -2.9358], [-5.9385, 0.3653, -3.3810], [-4.9156, -1.3032, -2.4881], [-5.7747, -1.9836, -2.6040], [-3.7240, -1.7288, -1.8877], [-3.6754, -2.7420, -1.5036], [-2.6300, -0.8762, -1.7774], [-1.7313, -1.2245, -1.2818], [-1.9436, -5.2184, 1.1025], [-2.5351, -3.9669, 1.2904], [-1.7336, -2.8192, 1.4256], [-0.3352, -2.9029, 1.4097], [0.2272, -4.1354, 1.0305], [-0.5571, -5.2932, 0.9305], [0.7997, -1.4729, 1.9087], [0.6139, -1.1857, 3.7860], [0.2236, 0.0073, 4.3913], [0.1081, 0.1028, 5.7913], [0.4252, -1.0112, 6.5839], [0.7957, -2.2169, 5.9721], [0.8592, -2.3066, 4.5796], [2.5974, -1.9097, 1.3821], [3.5957, -1.7368, 2.3516], [4.9019, -2.1521, 2.0725], [5.2288, -2.6495, 0.8097], [4.2676, -2.6615, -0.2013], [2.9500, -2.2731, 0.0698], [-2.5538, -6.1289, 1.0937], [-3.6284, -3.8949, 1.3465], [-2.2106, -1.8428, 1.5416], [1.2981, -4.2053, 0.8195], [-0.0863, -6.2634, 0.7351], [0.0100, 0.8909, 3.7752], [-0.2135, 1.0369, 6.2440], [0.3779, -0.9375, 7.6689], [1.0392, -3.0916, 6.5746], [1.1007, -3.2646, 4.0987], [3.3476, -1.2401, 3.2939], [5.6648, -2.0777, 2.8631], [6.2379, -3.0158, 0.6137], [4.5404, -2.9823, -1.2206], [2.2052, -2.2029, -0.7257]], "lowdin_spin": [0.06, 0.16, 0.05, 0.01, 0.12, 0.04, 0.01, 0.01, 0.00, 0.01, 2.07, 0.10, 0.49, 0.06, 0.03, 0.00, 0.00, 0.00, 0.02, 0.00, 0.00, 0.00, 0.02, 0.00, 0.05, 0.05, 0.00, -0.01, 0.00, 0.07, 0.00, -0.01, 0.00, 0.06, 0.00, 0.06, 0.03, 0.00, 0.00, 0.00, 0.02, 0.00, 0.00, 0.00, 0.02, 0.00, 0.00, 0.00, 0.00, 0.01, 0.00, 0.00, 0.15, 0.03, 0.02, 0.00, 0.00, 0.00, 0.00, 0.07, 0.03, 0.00, 0.03, 0.00, 0.03, 0.00, 0.00, 0.00, 0.00, 0.00, 0.01, 0.00, 0.00, 0.00, 0.00, 0.00, 0.00, 0.00, 0.00, 0.00]}



Max |F| readings, ordered: 3.6; 3.4 eV Å⁻¹